The following is a quantum chemistry calculation of the molecule C3H4N2O2 at a distorted geometry, from OMol25.

Results
SMILES: OC1(O)C=CN=N1
frontier orbital gap: 9.128 eV
energy relative to the best compared isomer or geometry (same formula, charge and spin): 432.3 kJ/mol
F_max: 6.1 eV Å⁻¹
LUMO level: -0.7520 eV

The geometry in ORCA input format:
```
! wB97M-V def2-TZVPD RIJCOSX def2/J DEFGRID3
* xyz 0 1
C 0.518 0.162 0.674
C -0.083 1.437 0.696
C -0.037 -0.325 -0.639
N -0.931 1.650 -0.310
N -0.887 0.727 -1.159
O -0.851 -1.466 -0.537
O 1.092 -0.554 -1.470
H 1.119 -0.141 1.613
H -0.023 2.258 1.489
H -1.018 -1.848 -1.397
H 0.683 -0.990 -2.191
*
```

Atom charges from the Löwdin analysis, given in e for atoms 1 to 5:
1. C 0.081
2. C -0.143
3. C -0.651
4. N 0.024
5. N 0.117